Arrangement A

ORCA calculation (ωB97M-V with the def2-TZVPD basis set) on a cluster of 2 separate species, CF2O3S in total.

The geometry in XYZ format:
```
7
Properties=species:S:1:pos:R:3:mulliken_charge:R:1
S 0.742 1.323 1.653 0.799
F -0.557 -0.768 -2.674 -0.199
F -0.996 -1.567 -0.756 -0.116
O 0.029 0.354 -0.851 -0.298
O 1.859 0.525 2.164 -0.402
O -0.574 0.706 1.767 -0.388
C -0.503 -0.571 -1.302 0.605
```

Spin multiplicity: 1
Orbital gap (Ha): 0.393
E_HOMO (eV): -11.84

Arrangement B

ORCA calculation (ωB97M-V with the def2-TZVPD basis set) on an isolated molecule of CF2O3S.

The geometry in XYZ format:
```
7
Properties=species:S:1:pos:R:3:mulliken_charge:R:1
S 1.394 0.423 0.185 0.946
F -1.660 0.636 -1.394 -0.158
F 1.977 1.340 1.711 -0.358
O 1.441 -0.972 0.442 -0.262
O -1.502 -1.467 -0.634 -0.464
O -0.528 0.299 0.346 -0.394
C -1.122 -0.258 -0.656 0.692
```

Spin multiplicity: 1
Orbital gap (Ha): 0.328
E_HOMO (eV): -11.36

Computed relative energies in units of eV: arrangement A 0.000; arrangement B 2.357

Arrangement A

ORCA calculation (ωB97M-V with the def2-TZVPD basis set) on a cluster of 7 separate species, C6H25NO7 in total.

The geometry in XYZ format:
```
39
Properties=species:S:1:pos:R:3:mulliken_charge:R:1
O -2.330 1.312 -0.324 -0.559
O 1.025 -0.369 4.031 -0.609
O 0.436 1.301 -4.011 -0.566
O 3.582 -1.132 1.374 -0.637
O -1.731 0.331 2.894 -0.547
O -0.550 2.561 1.670 -0.647
O -1.378 -2.309 -2.309 -0.574
N 0.083 -2.099 0.742 -0.353
C 1.064 -0.706 -0.912 -0.295
C 0.396 -0.844 0.241 -0.263
C 1.708 0.590 -1.423 -1.042
C -0.909 -2.194 1.848 -0.826
C 0.696 1.714 -1.608 0.502
C -0.246 1.576 -2.795 -0.274
H -0.944 0.745 -2.655 -0.066
H -0.757 2.526 -2.923 0.343
H 1.203 -1.591 -1.526 0.339
H -0.231 -2.757 0.042 0.276
H 2.258 0.249 -2.303 0.427
H -2.492 0.733 2.463 0.265
H -3.242 1.023 -0.332 0.247
H 3.655 -1.494 0.486 0.337
H 1.028 0.551 -3.932 0.316
H -1.180 2.572 0.938 0.278
H -1.857 -1.789 1.499 0.260
H -1.745 0.684 -0.760 0.255
H 0.070 1.689 -0.720 -0.678
H 0.108 0.013 0.839 0.714
H -0.926 -3.249 2.106 0.313
H 1.214 2.674 -1.641 0.434
H 0.778 -1.192 3.603 0.430
H 0.675 0.330 3.472 0.278
H 0.252 3.000 1.380 0.297
H 2.843 -0.519 1.315 0.305
H -0.535 -1.577 2.641 0.108
H -1.337 -1.481 -2.802 0.301
H -1.084 1.048 2.839 0.263
H 2.480 0.897 -0.722 0.372
H -2.079 -2.817 -2.724 0.277
```

Structure (SMILES): CN/C=C/CCCO.O.O.O.O.O.O
Spin multiplicity: 1
Orbital gap (Ha): 0.296
E_HOMO (eV): -8.04

Arrangement B

ORCA calculation (ωB97M-V with the def2-TZVPD basis set) on a cluster of 7 separate species, C6H25NO7 in total.

The geometry in XYZ format:
```
39
Properties=species:S:1:pos:R:3:mulliken_charge:R:1
O 0.327 -3.433 0.745 -0.661
O 1.202 -2.112 3.044 -0.616
O 1.299 0.362 -3.967 -0.644
O -2.864 -1.960 0.765 -0.577
O -1.658 -3.870 -2.405 -0.643
O 0.214 2.849 -2.130 -0.584
O -3.985 0.944 1.257 -0.588
N 0.466 0.715 -0.642 0.086
C 1.921 0.800 -0.495 -0.625
C -0.092 3.027 -0.734 -0.798
C 2.319 1.737 0.682 -0.653
C -0.045 1.794 0.228 0.525
C 0.985 2.117 1.233 -0.980
C 0.066 -0.697 -0.326 -1.162
H -3.267 -1.847 1.574 0.305
H 2.629 -0.060 -0.209 0.265
H 0.318 -3.274 1.732 0.352
H -1.847 -3.036 -1.844 0.326
H 2.123 -2.296 2.906 0.319
H 0.862 2.107 -2.244 0.133
H 1.047 -2.166 4.011 0.278
H 0.570 3.920 -0.519 0.309
H 0.965 3.250 1.375 0.383
H -0.741 -3.825 -2.318 0.330
H 2.896 1.252 1.525 0.282
H -1.184 3.091 -0.793 0.366
H -1.119 1.593 0.501 0.310
H 0.674 1.758 2.279 0.296
H 2.222 0.963 -1.556 0.567
H 0.867 -1.365 -0.057 0.465
H 2.865 2.582 0.429 0.329
H -0.724 -3.552 0.507 0.326
H -3.462 -2.501 0.232 0.282
H -0.436 -0.887 0.602 0.314
H -3.828 1.125 2.095 0.282
H -0.392 -1.089 -1.270 0.145
H -3.593 0.146 1.020 0.299
H 0.956 0.597 -2.984 0.285
H 1.443 1.242 -4.249 0.370
```

Structure (SMILES): CN1CCC[C@H]1CO.O.O.O.O.O.O
Spin multiplicity: 1
Orbital gap (Ha): 0.323
E_HOMO (eV): -8.88

Computed relative energies in units of eV: arrangement A 0.000; arrangement B 2.974

Arrangement A

ORCA calculation (ωB97M-V with the def2-TZVPD basis set) on a cluster of 2 separate species, C2H3OP in total.

The geometry in XYZ format:
```
7
Properties=species:S:1:pos:R:3:mulliken_charge:R:1
P 1.339 -0.159 -0.016 0.167
O 2.750 0.272 0.067 -0.534
C 0.026 0.754 0.717 -0.185
C -0.027 0.868 -0.654 -0.367
H -0.621 0.901 1.496 0.414
H 0.725 -2.494 0.014 0.041
H -0.537 1.276 -1.400 0.464
```

Spin multiplicity: 1
Orbital gap (spin up / spin down) (Ha): 0.312 / 0.314
E_HOMO (spin up / spin down) (eV): -10.14 / -9.60

Arrangement B

ORCA calculation (ωB97M-V with the def2-TZVPD basis set) on an isolated molecule of C2H3OP.

The geometry in XYZ format:
```
7
Properties=species:S:1:pos:R:3:mulliken_charge:R:1
P 0.479 0.964 -0.149 0.151
O 2.082 -0.452 -0.326 -0.686
C -0.907 0.129 0.611 -0.236
C -1.019 0.112 -0.714 -0.246
H 2.518 -0.197 0.406 0.260
H -1.844 -0.260 -1.333 0.380
H -1.310 -0.298 1.505 0.376
```

Structure (SMILES): OP1=CC=1
Spin multiplicity: 1
Orbital gap (Ha): 0.379
E_HOMO (eV): -9.53

Computed relative energies in units of eV: arrangement A 2.233; arrangement B 0.000

Arrangement A

ORCA calculation (ωB97M-V with the def2-TZVPD basis set) on a cluster of 8 separate species, C30H43N8O13 in total.

The geometry in XYZ format:
```
94
Properties=species:S:1:pos:R:3:mulliken_charge:R:1
O -7.285 -5.237 1.165 -0.561
O 0.017 -0.793 0.324 -0.476
O -1.558 -4.461 3.792 -0.469
O 2.285 -3.759 -4.737 -0.661
O 7.358 3.172 -0.493 -0.676
O -2.059 -1.472 -4.356 -0.517
O -0.422 1.023 -0.663 -0.394
O -3.437 2.140 1.416 -0.671
O -4.021 -2.089 -5.042 -0.567
O 4.905 4.941 -3.049 -0.653
O 1.189 0.989 0.768 -0.576
O -0.571 -5.452 5.508 -0.543
O -5.298 -5.852 1.853 -0.490
N 5.886 1.975 0.612 0.119
N -6.006 -5.114 1.199 0.823
N 3.046 3.606 -2.820 0.284
N -0.642 -4.412 4.635 0.736
N -1.817 2.452 3.039 0.195
N 2.138 -2.093 -3.321 0.081
N 0.409 0.377 0.048 0.621
N -3.255 -1.246 -4.501 0.860
C -3.425 1.952 -2.088 -0.333
C -3.991 -3.593 0.620 -0.711
C 6.814 1.412 1.589 -0.939
C 2.602 -1.462 4.364 -0.481
C 0.655 -2.791 3.238 -0.331
C 0.450 -3.574 4.565 0.202
C -5.403 -3.791 0.782 0.122
C -5.662 -1.207 0.352 -0.751
C 1.739 3.240 -2.143 -1.358
C -2.382 1.854 1.961 0.378
C 3.608 2.608 -3.748 -1.162
C -5.756 1.479 -2.993 -0.366
C -6.293 -2.608 0.657 -0.251
C 1.555 -1.501 3.245 -0.160
C -2.542 3.480 3.667 -0.935
C -3.302 -2.238 0.295 -0.787
C 2.669 -2.418 5.401 -0.307
C -2.843 0.783 -2.831 -0.199
C 1.393 -1.051 -2.810 -0.291
C 4.497 1.502 0.596 -1.185
C 1.559 -3.507 5.549 -0.609
C 6.216 2.784 -0.321 0.350
C -4.274 -1.084 0.177 -0.307
C -3.726 -0.068 -3.791 -0.195
C -0.619 1.919 3.558 -1.099
C -4.812 2.351 -2.163 -0.721
C 3.735 4.676 -2.584 -0.008
C -5.270 0.258 -3.757 -0.366
C 1.569 -2.949 -4.134 0.187
C 3.554 -2.175 -2.919 -1.056
H -2.261 -2.131 0.281 0.678
H 2.971 1.682 -3.914 0.169
H -0.615 0.901 3.322 0.414
H -6.857 1.816 -2.969 0.271
H -5.141 3.029 -1.559 0.655
H 3.611 -2.026 5.955 0.192
H -1.872 3.953 4.329 0.422
H 3.790 2.376 0.421 0.293
H 0.688 -1.443 -2.100 0.540
H 0.793 -0.575 -3.698 0.160
H 4.060 -2.413 -3.856 0.376
H 6.201 1.438 2.560 0.284
H 1.751 -4.090 6.330 0.539
H 0.571 -2.672 -4.535 0.300
H 3.422 5.443 -1.818 0.361
H -1.710 1.183 1.552 0.014
H -7.378 -2.654 1.019 0.306
H -3.379 -4.353 0.579 0.579
H 4.441 2.265 -3.451 0.507
H 2.117 -0.379 -2.066 -0.330
H 1.528 -0.855 2.398 0.502
H -3.884 -0.135 -0.006 0.826
H -0.124 -2.806 2.381 0.244
H -3.155 4.150 2.838 0.202
H 1.054 2.842 -2.785 0.506
H 3.286 -0.680 4.424 0.450
H -3.406 3.080 4.355 0.257
H 0.223 2.420 3.166 0.368
H -1.942 0.362 -2.659 0.696
H 4.231 1.236 1.520 0.401
H 1.181 4.226 -2.216 0.414
H 3.802 2.767 -4.740 0.507
H -2.713 2.625 -1.639 0.400
H 3.707 -2.861 -2.136 0.297
H 7.636 1.973 1.868 0.376
H 6.991 0.358 1.298 0.309
H 4.328 0.668 0.063 0.465
H 3.825 -1.233 -2.603 0.379
H -6.052 -0.263 -4.417 0.348
H -6.156 -0.271 0.421 0.494
H 2.085 2.633 -1.334 0.429
H -0.379 2.137 4.580 0.422
H 5.515 3.297 -0.907 0.178
```

Spin multiplicity: 1
Orbital gap (Ha): 0.255
Total charge: -1
E_HOMO (eV): -6.80

Arrangement B

ORCA calculation (ωB97M-V with the def2-TZVPD basis set) on a cluster of 8 separate species, C30H43N8O13 in total.

The geometry in XYZ format:
```
94
Properties=species:S:1:pos:R:3:mulliken_charge:R:1
O -4.878 -2.715 -5.463 -0.549
O -0.577 0.039 -0.138 -0.496
O -3.919 -5.828 4.151 -0.608
O 0.244 0.259 1.923 -0.590
O 0.488 1.875 0.419 -0.613
O 3.758 -3.013 0.205 -0.591
O 1.979 -7.612 -2.937 -0.595
O -0.461 4.647 -2.434 -0.704
O 2.614 7.713 3.797 -0.638
O -5.706 -5.649 3.201 -0.591
O 5.713 2.838 3.431 -0.603
O -2.729 -2.335 -5.665 -0.527
O 2.421 -6.527 -1.103 -0.528
N 2.396 -4.027 1.756 0.232
N -0.043 0.774 0.808 0.798
N 2.202 6.066 2.292 0.268
N 1.964 -6.566 -2.257 0.877
N -3.878 -2.157 -5.053 0.834
N -1.630 6.054 -1.084 0.124
N -4.676 -5.188 3.360 0.926
N 4.925 1.247 2.105 0.284
C -0.889 4.934 -1.312 0.227
C -3.014 -1.697 1.144 0.224
C -5.052 0.239 -2.134 -0.338
C 0.779 -2.792 -2.653 -0.401
C 5.965 1.885 2.694 0.181
C 1.182 5.212 1.659 -0.837
C 3.480 1.512 2.280 -1.135
C -4.946 -3.533 1.375 -0.737
C -4.307 -2.356 0.616 -0.550
C 1.745 -5.248 2.308 -1.878
C 5.083 0.079 1.262 -0.932
C 0.513 -2.732 -4.157 -0.133
C -2.684 0.795 -2.409 -0.372
C 1.321 -4.028 -1.998 0.156
C 3.386 -4.053 0.863 -0.106
C -2.307 -2.202 2.213 0.122
C 3.503 6.155 1.585 -1.252
C 1.501 -5.325 -2.909 0.080
C -3.969 0.923 -1.740 -0.658
C 0.752 -3.876 -4.997 -0.556
C -2.183 6.400 0.182 -1.028
C -2.926 -3.396 3.057 -0.497
C -3.910 -1.114 -4.022 -0.209
C -5.137 -0.857 -3.155 -0.168
C 1.483 -5.170 -4.445 -0.404
C -2.631 -0.410 -3.502 0.066
C 1.827 6.828 3.355 0.232
C 1.849 -2.642 2.211 -0.996
C -1.891 6.911 -2.206 -0.937
C -4.189 -4.027 2.545 0.217
H 0.176 5.564 1.684 0.188
H 2.937 1.068 2.914 0.637
H -1.703 1.167 -2.360 0.600
H -1.621 -0.496 -4.065 0.259
H 1.252 5.211 0.536 0.298
H -1.263 -1.698 2.786 0.105
H 0.809 -3.755 -6.125 0.318
H -0.777 7.201 -2.246 0.298
H 4.110 -0.444 1.308 0.194
H -0.737 4.402 -0.397 0.349
H 1.359 -2.656 3.111 0.429
H -6.218 -1.371 -3.356 0.281
H 2.732 -1.941 2.609 0.157
H 6.962 1.257 2.399 0.197
H 1.777 -6.299 -4.946 0.224
H -3.247 6.741 -0.054 0.328
H 2.851 1.596 1.323 0.372
H -1.962 6.277 -3.049 0.310
H -1.747 7.403 0.498 0.342
H -2.296 -4.074 3.913 0.232
H -4.749 -2.083 -0.170 0.749
H 1.271 -2.140 1.446 0.401
H 0.876 -5.535 1.857 0.420
H -2.676 7.740 -1.944 0.310
H -2.730 -0.676 0.581 -0.098
H 0.714 -1.918 -1.907 0.383
H -5.792 -3.986 0.986 0.487
H -6.103 0.327 -1.707 0.258
H 0.101 -1.830 -4.617 0.357
H 3.845 7.269 1.381 0.216
H 0.674 6.708 3.529 0.226
H 3.510 2.597 2.837 0.201
H -2.132 5.728 1.034 0.365
H 2.251 -5.975 2.259 0.825
H 3.731 -5.049 0.527 0.406
H 1.325 -4.037 -0.847 0.170
H 5.813 -0.641 1.711 0.348
H 1.628 -4.940 3.146 0.722
H 5.577 0.120 0.240 0.250
H 3.620 5.423 0.937 0.560
H -4.149 1.641 -1.023 0.494
H 4.156 5.783 2.278 0.505
H 1.300 4.024 1.921 0.239
```

Spin multiplicity: 1
Orbital gap (Ha): 0.253
Total charge: -1
E_HOMO (eV): -6.39

Computed relative energies in units of eV: arrangement A 0.000; arrangement B 3.644

Arrangement A

ORCA calculation (ωB97M-V with the def2-TZVPD basis set) on a structure of composition CH2N2S4.

The geometry in XYZ format:
```
9
Properties=species:S:1:pos:R:3:mulliken_charge:R:1
S 1.403 -1.183 -0.406 0.079
S 0.817 1.319 0.764 0.203
S -0.720 -1.247 0.760 -0.264
S -2.869 0.063 -0.838 -0.338
N -0.601 1.110 -0.207 -0.393
N 1.854 0.004 0.559 -0.226
C -1.389 0.041 -0.097 0.457
H -0.693 1.956 -0.719 0.268
H 2.198 -2.062 0.185 0.213
```

Spin multiplicity: 1
Orbital gap (spin up / spin down) (Ha): 0.240 / 0.235
E_HOMO (spin up / spin down) (eV): -7.99 / -8.13

Arrangement B

ORCA calculation (ωB97M-V with the def2-TZVPD basis set) on a cluster of 2 separate species, CH2N2S4 in total.

The geometry in XYZ format:
```
9
Properties=species:S:1:pos:R:3:mulliken_charge:R:1
S -0.988 1.044 0.320 0.089
S -0.927 0.415 2.267 -0.184
S 0.068 3.081 -3.620 -0.083
S 0.676 -1.445 0.120 -0.283
N 1.485 3.293 -1.412 -0.176
N 0.879 3.205 -2.358 0.267
C -0.082 -0.153 -0.518 -0.061
H -0.072 -0.607 1.922 0.157
H -0.054 0.055 -1.579 0.274
```

Structure (SMILES): N#[N+][S-].S=CSS
Spin multiplicity: 1
Orbital gap (spin up / spin down) (Ha): 0.309 / 0.309
E_HOMO (spin up / spin down) (eV): -8.87 / -8.87

Computed relative energies in units of eV: arrangement A 2.042; arrangement B 0.000